Record 1
The following is a DFT calculation (ωB97M-V/def2-TZVPD) of a cluster of 2 separate species, C3H9N in total at a distorted geometry.

Structure (XYZ):
```
13
Properties=species:S:1:pos:R:3:mulliken_charge:R:1
N -1.66 -0.99 3.88 -0.655
C 1.73 -0.41 -1.62 -0.632
C -0.46 0.86 -1.64 -0.968
C 1.03 0.71 -1.46 -0.026
H 1.49 1.56 -0.95 0.297
H -0.95 1.15 -0.71 0.271
H 1.15 -1.38 -1.64 0.194
H -0.98 -0.06 -1.87 0.318
H 2.75 -0.40 -1.93 0.278
H -2.43 -0.33 3.89 0.217
H -0.59 1.67 -2.32 0.267
H -0.80 -0.64 3.50 0.223
H -1.94 -1.77 3.29 0.216
```

For the frontier orbital gap, the calculation gives 10.18 eV. Its total energy is -4745.664 eV. Its SMILES is C=CC.N.

Record 2
The following is a DFT calculation (ωB97M-V/def2-TZVPD) of a structure of composition C5H10O at a distorted geometry.

Structure (XYZ):
```
16
Properties=species:S:1:pos:R:3:mulliken_charge:R:1
O -0.93 -2.04 1.58 -0.472
C -0.08 -1.01 1.28 -0.777
C 0.38 1.11 0.56 -1.118
C -0.45 -0.10 0.19 0.588
C -0.10 -0.33 -1.37 -0.450
C 0.17 1.09 -1.62 -0.755
H 0.34 0.55 1.80 0.295
H -0.07 2.08 0.72 0.364
H -0.68 1.76 -1.78 0.279
H -0.94 -0.79 -1.89 0.274
H 1.12 1.43 -2.02 0.322
H 0.79 -0.95 -1.46 0.248
H -0.46 -2.73 2.06 0.374
H 1.45 1.05 0.38 0.322
H 0.99 -1.29 1.32 0.279
H -1.52 0.16 0.26 0.228
```

For the frontier orbital gap (alpha / beta), the calculation gives 7.76 / 8.03 eV. Its total energy is -7388.920 eV.

Record 3
The following is a DFT calculation (ωB97M-V/def2-TZVPD) of the ion C12H16N with charge +1 at a distorted geometry.

Structure (XYZ):
```
29
Properties=species:S:1:pos:R:3:mulliken_charge:R:1
N 1.89 -0.70 0.30 0.147
C 0.34 1.16 0.20 0.198
C -0.70 0.42 0.22 -1.098
C -2.07 0.12 -0.04 1.679
C 4.16 -0.45 -0.30 -0.670
C 3.06 -1.24 -0.14 0.048
C 0.88 -1.58 0.55 -0.813
C 1.66 0.74 0.30 0.945
C -3.00 1.42 0.12 -1.471
C 4.00 1.01 -0.12 -0.413
C -2.67 -0.95 1.03 -1.412
C 2.77 1.53 0.10 -0.899
C -2.30 -0.42 -1.45 -1.600
H -3.81 1.05 -0.38 0.501
H 2.56 2.55 0.10 0.410
H -2.40 -0.56 1.99 0.425
H -3.77 -0.87 0.78 0.394
H -1.71 -1.34 -1.63 0.391
H 0.25 -1.54 1.46 0.412
H 0.91 -2.46 0.06 0.336
H 0.33 2.30 0.25 0.238
H -2.48 2.24 -0.35 0.413
H 4.77 1.62 -0.24 0.550
H -3.25 1.71 1.17 0.311
H -2.08 0.20 -2.24 0.477
H 5.12 -0.89 -0.45 0.411
H -3.34 -0.83 -1.72 0.369
H 3.14 -2.32 -0.24 0.331
H -2.26 -1.90 0.67 0.392
```

For the frontier orbital gap (alpha / beta), the calculation gives 7.20 / 6.47 eV. Its total energy is -14181.811 eV. The charge is +1.

Record 4
The following is a DFT calculation (ωB97M-V/def2-TZVPD) of a cluster of 2 separate species, C6H13N in total at a distorted geometry.

Structure (XYZ):
```
20
Properties=species:S:1:pos:R:3:mulliken_charge:R:1
N -2.24 -0.19 -1.07 -0.618
C 3.35 -0.49 0.85 -0.856
C -0.05 0.46 -0.36 -0.246
C 1.35 0.42 -0.17 -0.293
C -2.35 0.23 0.31 -0.426
C -0.91 0.10 0.84 -0.743
C 2.03 -0.26 0.87 0.110
H 1.52 -0.59 1.75 0.235
H -0.68 0.73 1.70 0.383
H 4.05 -0.30 0.05 0.286
H -2.97 -0.42 0.93 0.368
H -0.41 1.39 -0.77 0.319
H -3.78 -0.22 -3.73 0.013
H -2.97 -0.87 -1.19 0.140
H 3.81 -0.90 1.76 0.242
H -0.71 -0.91 1.19 0.269
H -0.33 -0.36 -1.12 0.290
H -2.73 1.26 0.46 0.217
H 2.03 0.85 -0.91 0.332
H -3.95 -0.96 -3.69 -0.024
```

For the frontier orbital gap, the calculation gives 4.88 eV. Its total energy is -7916.497 eV.

Record 5
The following is a DFT calculation (ωB97M-V/def2-TZVPD) of a structure of composition C6H57NNbO21 at a distorted geometry.

Structure (XYZ):
```
86
Properties=species:S:1:pos:R:3:mulliken_charge:R:1
Nb 4.55 -0.72 1.24 -1.419
O 2.60 0.81 -6.38 -0.638
O -7.79 1.56 4.47 -0.615
O -4.36 -2.14 3.04 -0.654
O 4.93 -2.23 -1.52 -0.233
O -8.64 3.86 1.79 -0.670
O 5.07 -5.24 1.94 -0.639
O 0.38 -1.92 -5.74 -0.603
O 3.09 1.30 3.81 -0.546
O -4.66 -1.89 -2.84 -0.626
O -7.35 1.08 -0.36 -0.622
O 4.28 2.42 -1.19 -0.537
O -3.90 3.97 -0.43 -0.608
O 3.87 -2.84 -2.22 -0.367
O -2.09 1.74 -1.74 -0.569
O -3.15 0.54 1.81 -0.657
O 2.28 -0.19 -3.70 -0.839
O 7.03 0.62 3.81 -0.554
O 0.73 0.84 -8.68 -0.652
O -4.93 1.20 -3.22 -0.628
O -5.76 2.07 2.39 -0.581
O 1.41 1.55 6.22 -0.668
N -0.05 1.52 0.76 -0.560
C 0.45 -0.94 1.34 -0.436
C 4.51 -0.90 -1.06 0.135
C 3.71 -2.82 1.50 -0.415
C 1.28 -2.12 0.69 0.206
C 0.09 0.12 0.24 -0.446
C 2.15 -2.90 1.75 -0.739
H 3.39 0.46 -6.81 0.306
H 0.86 1.79 -8.67 0.302
H 2.70 1.60 4.64 0.300
H 2.96 -0.81 -3.40 0.419
H 1.65 -0.75 -4.18 0.350
H 6.22 -1.45 1.23 0.001
H 4.68 -0.50 3.06 0.057
H -8.16 2.14 3.80 0.346
H -4.51 -0.94 -2.83 0.333
H 0.81 0.08 -0.62 0.156
H 1.26 0.53 -7.92 0.376
H 3.88 2.88 -1.93 0.261
H -0.67 2.03 0.11 0.159
H -8.20 1.86 5.29 0.300
H 0.48 1.44 5.99 0.321
H 5.12 -5.81 1.17 0.291
H -3.94 -1.31 2.81 0.373
H 1.63 0.75 6.70 0.325
H 5.29 0.95 0.98 0.016
H -4.16 -2.22 -2.09 0.313
H -3.10 -0.03 1.04 0.296
H 2.92 0.08 1.26 0.361
H -2.26 0.91 1.89 0.302
H -5.59 0.77 -3.76 0.309
H 0.52 -2.84 0.30 0.367
H 1.87 -1.79 -0.19 -0.239
H 7.81 1.10 4.10 0.255
H -0.46 -1.30 1.86 0.308
H 3.99 -3.47 0.64 0.215
H -4.98 1.69 1.97 0.306
H 3.49 -0.71 -1.47 -0.416
H -5.39 1.96 -2.84 0.300
H 1.09 -0.44 2.11 0.133
H -8.69 3.33 0.99 0.343
H 3.30 -3.27 -1.56 0.310
H 5.23 2.43 -1.38 0.282
H 6.36 0.82 4.47 0.300
H 0.82 2.03 0.73 0.294
H -2.63 1.50 -2.51 0.229
H 5.95 -4.85 2.01 0.323
H 1.88 -2.63 2.79 0.325
H 5.22 -0.14 -1.47 0.381
H -7.03 1.15 0.55 0.326
H -7.80 3.60 2.19 0.282
H -3.29 3.31 -0.78 0.330
H 0.33 -1.76 -6.69 0.297
H 4.20 -3.26 2.41 0.314
H 1.87 -3.99 1.65 0.228
H -5.72 1.75 3.30 0.313
H -0.91 -0.18 -0.17 0.291
H -1.19 1.49 -2.01 0.301
H 2.67 0.49 -5.46 0.421
H 2.71 1.87 3.14 0.272
H -7.31 0.14 -0.55 0.305
H -3.49 4.81 -0.66 0.286
H 0.34 -2.88 -5.65 0.307
H -3.75 -2.81 2.71 0.312
```

For the frontier orbital gap, the calculation gives 6.02 eV. Its total energy is -53175.863 eV. The charge is -1.

Record 6
The following is a DFT calculation (ωB97M-V/def2-TZVPD) of a structure of composition C9H16IrN6Se4Te.

Structure (XYZ):
```
37
Properties=species:S:1:pos:R:3:mulliken_charge:R:1
Ir 0.85 -0.01 -0.59 1.529
Te 1.25 1.70 -4.22 0.346
Se 0.82 -0.70 -4.45 -0.049
Se -3.38 2.66 0.23 0.363
Se 0.70 2.11 -1.84 -0.283
Se 1.51 -1.53 -2.39 -0.289
N -1.24 -0.34 -0.92 0.042
N 0.56 0.95 1.29 -0.511
N 2.84 0.48 -0.23 -0.402
N 0.81 -1.74 0.70 -0.703
N -1.88 1.72 0.08 -0.453
N -4.36 1.48 -0.62 -0.716
C -3.56 0.48 -0.97 0.815
C 3.04 0.78 1.21 -0.627
C -3.99 -0.69 -1.64 -0.488
C 1.84 1.60 1.68 -0.601
C 0.72 -1.36 2.14 -0.708
C -2.18 0.63 -0.59 0.226
C -1.70 -1.41 -1.53 -0.025
C -3.05 -1.64 -1.89 -0.983
C 0.01 -0.03 2.25 -0.614
H 1.72 -1.32 2.55 0.269
H -0.02 -2.27 0.44 0.290
H 3.96 1.34 1.37 0.438
H 1.89 1.75 2.76 0.377
H -0.96 -2.16 -1.80 0.565
H 0.06 0.36 3.27 0.480
H -1.05 -0.15 2.00 0.289
H -3.29 -2.56 -2.39 0.457
H 3.01 1.32 -0.77 0.314
H 3.52 -0.21 -0.57 0.352
H 0.18 -2.13 2.70 0.474
H 3.13 -0.16 1.75 0.246
H -5.03 -0.80 -1.93 0.495
H 1.86 2.58 1.20 0.433
H 1.58 -2.38 0.55 0.332
H -0.15 1.66 1.15 0.319
```

For the frontier orbital gap (alpha / beta), the calculation gives 6.57 / 5.62 eV. Its total energy is -290039.032 eV. The charge is +2. Its multiplicity is 2.

What is the formula in the sixth record? C9H16IrN6Se4Te

Please write out number 4 again, unchanged.
The following is a DFT calculation (ωB97M-V/def2-TZVPD) of a cluster of 2 separate species, C6H13N in total at a distorted geometry.

Structure (XYZ):
```
20
Properties=species:S:1:pos:R:3:mulliken_charge:R:1
N -2.24 -0.19 -1.07 -0.618
C 3.35 -0.49 0.85 -0.856
C -0.05 0.46 -0.36 -0.246
C 1.35 0.42 -0.17 -0.293
C -2.35 0.23 0.31 -0.426
C -0.91 0.10 0.84 -0.743
C 2.03 -0.26 0.87 0.110
H 1.52 -0.59 1.75 0.235
H -0.68 0.73 1.70 0.383
H 4.05 -0.30 0.05 0.286
H -2.97 -0.42 0.93 0.368
H -0.41 1.39 -0.77 0.319
H -3.78 -0.22 -3.73 0.013
H -2.97 -0.87 -1.19 0.140
H 3.81 -0.90 1.76 0.242
H -0.71 -0.91 1.19 0.269
H -0.33 -0.36 -1.12 0.290
H -2.73 1.26 0.46 0.217
H 2.03 0.85 -0.91 0.332
H -3.95 -0.96 -3.69 -0.024
```

For the frontier orbital gap, the calculation gives 4.88 eV. Its total energy is -7916.497 eV.

Please write out number 2 again, unchanged.
The following is a DFT calculation (ωB97M-V/def2-TZVPD) of a structure of composition C5H10O at a distorted geometry.

Structure (XYZ):
```
16
Properties=species:S:1:pos:R:3:mulliken_charge:R:1
O -0.93 -2.04 1.58 -0.472
C -0.08 -1.01 1.28 -0.777
C 0.38 1.11 0.56 -1.118
C -0.45 -0.10 0.19 0.588
C -0.10 -0.33 -1.37 -0.450
C 0.17 1.09 -1.62 -0.755
H 0.34 0.55 1.80 0.295
H -0.07 2.08 0.72 0.364
H -0.68 1.76 -1.78 0.279
H -0.94 -0.79 -1.89 0.274
H 1.12 1.43 -2.02 0.322
H 0.79 -0.95 -1.46 0.248
H -0.46 -2.73 2.06 0.374
H 1.45 1.05 0.38 0.322
H 0.99 -1.29 1.32 0.279
H -1.52 0.16 0.26 0.228
```

For the frontier orbital gap (alpha / beta), the calculation gives 7.76 / 8.03 eV. Its total energy is -7388.920 eV.

Copy entry 1 word for word.
The following is a DFT calculation (ωB97M-V/def2-TZVPD) of a cluster of 2 separate species, C3H9N in total at a distorted geometry.

Structure (XYZ):
```
13
Properties=species:S:1:pos:R:3:mulliken_charge:R:1
N -1.66 -0.99 3.88 -0.655
C 1.73 -0.41 -1.62 -0.632
C -0.46 0.86 -1.64 -0.968
C 1.03 0.71 -1.46 -0.026
H 1.49 1.56 -0.95 0.297
H -0.95 1.15 -0.71 0.271
H 1.15 -1.38 -1.64 0.194
H -0.98 -0.06 -1.87 0.318
H 2.75 -0.40 -1.93 0.278
H -2.43 -0.33 3.89 0.217
H -0.59 1.67 -2.32 0.267
H -0.80 -0.64 3.50 0.223
H -1.94 -1.77 3.29 0.216
```

For the frontier orbital gap, the calculation gives 10.18 eV. Its total energy is -4745.664 eV. Its SMILES is C=CC.N.